No. 1
121
Properties=species:S:1:pos:R:3:lowdin_charge:R:1 method="wB97M-V/def2-TZVPD" energy_ha=-3803.1730 orbital_gap_ev=8.680 de_lowest_ev=5.8261 total_charge=+2 lumo_energy_ev=-4.4
Al 0.261 0.066 0.042 -0.09
N 0.732 2.014 -1.791 -0.53
O 1.520 1.605 -0.922 -0.25
O -0.390 1.506 -1.680 -0.10
O 1.017 2.932 -2.462 0.11
O 1.653 0.836 0.705 -0.15
P 2.514 1.467 1.716 0.81
N 2.114 1.181 3.378 -0.29
C 1.113 1.974 4.118 -0.06
C 2.103 -0.239 3.789 -0.09
N 2.574 3.203 1.550 -0.25
C 3.337 4.030 2.442 -0.14
C 2.253 3.891 0.260 -0.04
N 4.178 0.900 1.619 -0.26
C 4.659 -0.012 0.518 -0.08
C 5.290 1.267 2.585 -0.07
H 1.422 3.019 4.133 0.08
H 0.991 1.522 5.103 0.10
H 0.169 1.906 3.577 0.05
H 3.008 -0.723 3.422 0.08
H 1.185 -0.697 3.422 0.05
H 2.219 -0.313 4.870 0.10
H 3.273 3.587 3.436 0.06
H 4.394 4.093 2.186 0.09
H 3.018 5.051 2.650 0.10
H 1.943 4.934 0.307 0.11
H 3.143 3.686 -0.336 0.09
H 1.486 3.361 -0.305 0.06
H 3.791 -0.302 -0.075 0.04
H 5.338 0.563 -0.111 0.08
H 5.168 -0.880 0.936 0.09
H 6.180 1.548 2.022 0.09
H 5.563 0.487 3.296 0.08
H 5.025 2.137 3.185 0.06
O -1.364 0.566 0.213 -0.18
P -2.709 1.198 0.129 0.83
N -4.109 0.175 0.184 -0.25
C -4.040 -1.268 0.068 -0.18
C -5.433 0.828 0.145 -0.08
N -2.960 2.189 -1.288 -0.27
C -2.171 3.422 -1.437 -0.05
C -3.006 1.445 -2.478 -0.14
N -2.954 2.247 1.448 -0.27
C -2.681 1.866 2.811 -0.10
C -3.907 3.330 1.394 -0.13
H -3.239 -1.611 0.723 0.00
H -3.816 -1.512 -0.970 0.03
H -4.996 -1.756 0.258 0.13
H -5.734 1.349 -0.764 0.09
H -5.588 1.547 0.949 0.07
H -6.234 0.116 0.349 0.09
H -1.162 3.122 -1.720 0.06
H -2.671 3.992 -2.220 0.11
H -2.186 3.924 -0.469 0.07
H -3.553 1.946 -3.277 0.11
H -2.042 1.061 -2.814 0.06
H -3.648 0.586 -2.287 0.08
H -3.423 1.105 3.054 0.06
H -1.627 1.609 2.921 0.07
H -2.973 2.702 3.446 0.11
H -4.504 3.530 2.284 0.10
H -4.611 3.155 0.580 0.07
H -3.459 4.315 1.261 0.09
O -0.847 -1.048 0.742 -0.14
P -1.435 -2.332 1.133 0.84
N -0.333 -3.344 2.053 -0.30
C -0.197 -3.079 3.445 -0.11
C 0.848 -3.962 1.416 -0.09
N -1.997 -3.469 -0.141 -0.23
C -2.764 -2.816 -1.224 -0.12
C -2.100 -4.961 0.036 -0.06
N -2.797 -2.193 2.221 -0.36
C -3.199 -0.889 2.741 -0.11
C -3.550 -3.345 2.688 -0.06
H 0.511 -2.258 3.558 0.04
H 0.088 -3.952 4.032 0.11
H -1.135 -2.678 3.830 0.08
H 1.732 -3.331 1.511 0.08
H 0.755 -4.123 0.342 0.07
H 1.041 -4.923 1.893 0.10
H -2.264 -1.864 -1.402 0.09
H -2.780 -3.540 -2.039 0.11
H -3.773 -2.551 -0.907 0.02
H -1.182 -5.168 0.586 0.06
H -2.979 -5.295 0.587 0.08
H -2.056 -5.503 -0.909 0.09
H -3.275 -1.031 3.819 0.11
H -2.504 -0.119 2.408 0.03
H -4.199 -0.623 2.398 0.10
H -3.067 -4.237 2.290 0.07
H -4.541 -3.271 2.241 0.10
H -3.655 -3.387 3.772 0.10
O 1.103 -0.158 -1.414 -0.16
P 1.711 -0.371 -2.791 0.86
N 0.488 -0.124 -3.973 -0.27
C 0.156 1.205 -4.496 -0.07
C -0.477 -1.074 -4.278 -0.15
N 2.300 -2.005 -3.041 -0.28
C 3.151 -2.639 -2.037 -0.11
C 2.431 -2.674 -4.366 -0.09
N 3.029 0.614 -3.272 -0.24
C 3.571 1.601 -2.324 -0.11
C 3.912 0.312 -4.443 -0.05
H -0.353 1.823 -3.757 0.05
H -0.514 1.166 -5.354 0.11
H 1.091 1.716 -4.731 0.09
H -1.514 -0.739 -4.303 0.09
H -0.350 -1.841 -3.515 0.08
H -0.321 -1.514 -5.263 0.09
H 2.733 -3.623 -1.822 0.08
H 4.203 -2.709 -2.316 0.09
H 3.101 -2.160 -1.059 0.05
H 1.731 -2.267 -5.096 0.07
H 3.427 -2.663 -4.810 0.08
H 2.164 -3.720 -4.221 0.09
H 3.188 2.579 -2.616 0.08
H 3.285 1.453 -1.282 0.05
H 4.647 1.742 -2.422 0.10
H 3.238 -0.012 -5.236 0.08
H 4.540 -0.550 -4.215 0.08
H 4.540 1.151 -4.744 0.10

No. 2
32
Properties=species:S:1:pos:R:3:nbo_charge:R:1 method="wB97M-V/def2-TZVPD" energy_ha=-795.4481 orbital_gap_ev="7.650 / 7.798" de_lowest_ev=5.0091 lumo_energy_ev="0.2 / 0.4"
C 1.528 -1.617 0.370 -0.24
C 2.563 0.502 -0.103 -0.24
C 0.141 0.318 -0.118 0.01
C 0.303 -1.066 0.122 -0.07
C 2.655 -0.842 0.239 0.03
C 1.317 1.087 -0.230 0.00
C -1.218 0.897 0.006 -0.17
C -2.162 0.231 0.590 0.19
C -0.842 -1.915 0.421 -0.54
C 4.061 -1.463 0.298 -0.62
C 1.330 2.573 -0.398 -0.61
C -1.490 2.354 -0.469 -0.64
C -3.518 0.194 0.997 -0.73
Si -2.271 -2.434 -0.844 0.84
H 1.689 -2.670 0.470 0.21
H 3.449 1.080 -0.089 0.20
H -0.860 -2.477 1.335 0.22
H 4.169 -2.299 0.916 0.21
H 4.377 -1.790 -0.621 0.21
H 4.727 -0.587 0.603 0.20
H 0.835 3.119 0.322 0.21
H 2.422 2.880 -0.385 0.21
H 0.887 2.772 -1.363 0.22
H -1.099 2.473 -1.594 0.22
H -0.972 3.093 0.211 0.22
H -2.559 2.656 -0.697 0.23
H -3.699 1.365 1.355 0.23
H -3.575 -0.524 1.841 0.25
H -4.168 0.003 0.137 0.24
H -3.433 -2.838 0.165 -0.16
H -1.767 -3.559 -1.650 -0.18
H -2.821 -1.516 -1.838 -0.17

No. 3
18
Properties=species:S:1:pos:R:3:nbo_charge:R:1 method="wB97M-V/def2-TZVPD" energy_ha=-384.8797 orbital_gap_ev=10.623 de_lowest_ev=6.0599 lumo_energy_ev=0.9
C -0.470 1.242 1.156 -0.65
C -0.285 0.480 -0.251 -0.14
C 0.887 0.712 -0.952 -0.09
C 1.332 -1.199 0.572 -0.10
C -0.019 -0.983 -0.047 0.07
C -1.655 -0.211 -0.691 -0.05
H 0.565 1.807 1.373 0.24
H -0.731 0.302 1.828 0.24
H -1.592 1.859 0.937 0.23
H 0.871 0.540 -2.000 0.20
H 1.465 1.699 -0.904 0.20
H 2.014 -2.180 0.814 0.23
H 1.235 -0.893 1.628 0.16
H 0.130 -1.439 -0.986 0.17
H -2.698 0.184 -0.579 0.20
H -1.491 -0.494 -1.847 0.15
O 1.879 -0.158 -0.260 -0.55
O -1.437 -1.270 0.209 -0.52

No. 4
12
Properties=species:S:1:pos:R:3:nbo_charge:R:1 method="wB97M-V/def2-TZVPD" energy_ha=-265.4090 orbital_gap_ev=8.077 de_lowest_ev=3.4439 lumo_energy_ev=0.2
C 1.552 -1.080 -0.500 -0.46
C -1.586 1.023 0.199 -0.63
C -0.308 0.258 0.250 0.03
C 0.387 -0.371 -0.771 -0.21
N 0.340 0.065 1.452 -0.09
N 1.428 -0.348 1.619 0.01
H 1.565 -1.854 0.264 0.23
H 2.314 -1.197 -1.262 0.22
H 0.067 -0.178 -1.789 0.23
H -2.447 0.421 0.502 0.22
H -1.767 1.365 -0.821 0.23
H -1.545 1.896 0.855 0.22

No. 5
68
Properties=species:S:1:pos:R:3:lowdin_charge:R:1 method="wB97M-V/def2-TZVPD" energy_ha=-4869.8901 orbital_gap_ev="5.355 / 6.222" de_lowest_ev=0.0000 total_charge=+2 lumo_energy_ev="-9.7 / -9.1"
W -0.498 -0.088 0.030 2.05
C 2.559 2.148 -2.478 0.05
C 1.367 1.490 -1.900 -0.17
N 1.350 0.848 -0.786 -0.05
O 2.516 0.767 -0.102 0.03
B 2.525 1.767 1.071 -1.09
F 3.696 1.579 1.714 0.24
F 2.268 3.016 0.555 0.20
O 1.417 1.352 1.990 0.06
N 0.195 1.452 1.420 -0.07
C -0.593 2.348 1.907 -0.20
C -0.214 3.319 2.948 0.05
C -1.935 2.354 1.297 -0.19
N -2.073 1.455 0.387 -0.06
O -3.248 1.420 -0.209 0.07
B -3.419 1.254 -1.730 -1.02
F -3.857 2.443 -2.202 0.22
F -4.217 0.183 -1.968 0.21
O -2.066 0.973 -2.434 0.08
N -0.891 1.033 -1.845 -0.05
C 0.054 1.553 -2.551 -0.18
C -0.212 2.139 -3.885 0.05
C -3.006 3.322 1.622 0.05
H 3.436 2.004 -1.859 0.10
H 2.738 1.762 -3.484 0.12
H 2.357 3.218 -2.573 0.13
H 0.799 3.162 3.295 0.11
H -0.313 4.329 2.539 0.13
H -0.915 3.236 3.781 0.12
H -0.646 1.375 -4.534 0.12
H -0.970 2.920 -3.794 0.12
H 0.687 2.547 -4.336 0.09
H -2.774 3.902 2.509 0.09
H -3.152 3.998 0.773 0.13
H -3.951 2.793 1.750 0.12
C 3.105 -1.615 1.859 0.06
C 2.102 -1.498 0.778 -0.25
O 0.990 -0.968 1.094 -0.12
C 2.302 -2.061 -0.538 -0.07
C 3.478 -2.720 -0.870 0.04
C 3.601 -3.308 -2.123 0.01
C 2.567 -3.246 -3.043 0.06
C 1.371 -2.598 -2.740 -0.21
C 1.240 -2.012 -1.469 -0.17
O 0.071 -1.455 -1.160 -0.15
H 2.767 -1.074 2.737 0.11
H 4.051 -1.188 1.519 0.13
H 3.277 -2.667 2.098 0.13
H 4.296 -2.772 -0.167 0.13
H 4.516 -3.818 -2.390 0.14
H 2.685 -3.703 -4.019 0.14
H 0.476 -2.967 -4.395 0.15
O -1.297 0.415 3.534 0.17
C -1.494 -0.700 3.180 -0.35
C -1.911 -1.887 4.013 -0.03
C -2.155 -3.001 3.009 -0.03
C -1.806 -2.372 1.707 -0.38
O -1.893 -3.070 0.613 -0.08
N -1.396 -1.125 1.772 0.07
H -2.796 -1.612 4.585 0.15
H -1.117 -2.102 4.729 0.15
H -3.192 -3.339 2.958 0.16
H -1.539 -3.891 3.155 0.16
O -2.275 -3.066 -2.081 -0.28
Se -2.862 -2.334 -0.817 1.15
O -4.336 -2.359 -0.263 -0.26
O -2.187 -0.803 -0.602 -0.54
O 0.348 -2.460 -3.582 0.14

No. 6
7
Properties=species:S:1:pos:R:3:nbo_charge:R:1 method="wB97M-V/def2-TZVPD" smiles="O=C(S)C=S" energy_ha=-948.9435 orbital_gap_ev=7.530 de_lowest_ev=1.6741 lumo_energy_ev=-1.7
C -0.426 0.015 -0.705 0.28
C -0.069 -0.726 0.641 -0.37
H 1.046 1.441 0.182 0.17
H -0.829 -1.501 0.970 0.26
O -1.520 -0.335 -1.172 -0.52
S 0.725 1.123 -1.373 -0.06
S 1.074 -0.016 1.458 0.23

No. 7
17
Properties=species:S:1:pos:R:3:mulliken_spin:R:1 method="wB97M-V/def2-TZVPD" energy_ha=-5381.9701 spin_multiplicity=2 orbital_gap_ev="10.056 / 5.841" de_lowest_ev=0.0000 s_squared=0.752 lumo_energy_ev="0.7 / -3.5"
Br 1.750 -0.231 -1.875 0.01
Br 5.635 -0.005 -0.449 0.99
C 0.151 1.234 -0.165 0.00
C -1.280 1.192 0.391 0.00
C -1.928 -0.123 0.088 0.00
C -1.261 -1.282 -0.060 0.00
C 0.221 -1.393 0.211 0.00
C 1.009 -0.058 0.011 0.00
H 0.075 1.394 -1.251 0.00
H 0.708 2.090 0.253 0.00
H -1.188 1.394 1.477 0.00
H -1.917 1.988 -0.048 0.00
H -3.015 -0.119 0.036 0.00
H -1.771 -2.248 -0.198 0.00
H 0.401 -1.809 1.218 0.00
H 0.688 -2.107 -0.489 0.00
H 1.722 0.084 0.851 0.00